Run w
The following is a DFT calculation (wB97M-V/def2-TZVPD) of a 2-piece molecular cluster, C5H11N2OS overall.

```
20
Properties=species:S:1:pos:R:3:nbo_charge:R:1
C -2.458 1.380 0.186 0.89
C 1.063 -0.257 -0.237 -0.21
C 0.867 1.037 0.437 -0.21
C -0.674 -2.060 -0.303 -0.59
C 0.738 -1.565 0.311 -0.44
N -2.912 0.454 0.776 -0.70
N 0.710 2.119 -0.579 -0.73
O -1.873 2.086 -0.553 -0.60
S 2.712 0.509 0.463 0.31
H 1.095 -0.257 -1.275 0.20
H -0.864 -3.040 0.012 0.23
H -0.363 -2.114 -1.303 0.21
H -1.469 -1.479 0.053 0.23
H 1.535 -2.339 0.048 0.24
H 0.771 -1.570 1.489 0.23
H 2.663 0.131 1.674 0.16
H -3.584 0.142 1.331 0.43
H 1.384 2.004 -1.333 0.40
H 0.761 2.975 -0.057 0.47
H -0.100 1.843 -1.140 0.47
```

As for the net charge: +1. The orbital gap is 0.358 Eh. Its HOMO energy is -12.926 eV.

=====

Run x
The following is a DFT calculation (wB97M-V/def2-TZVPD) of an isolated ion of composition C5H11N2OS and charge +1.

```
20
Properties=species:S:1:pos:R:3:nbo_charge:R:1
C -1.477 0.962 -1.749 -0.26
O -1.679 1.001 -0.418 -0.50
C -0.993 0.064 0.355 0.31
C -1.582 0.190 1.797 -0.62
N 0.434 0.348 0.287 -0.57
C 1.299 -0.577 -0.067 0.54
C 2.678 -0.242 0.100 -0.67
N 0.734 -1.693 -0.426 -0.64
S -1.010 -1.690 -0.268 0.45
H -1.976 1.850 -2.084 0.22
H -2.028 0.098 -2.275 0.18
H -0.496 0.876 -2.019 0.16
H -1.399 1.188 2.216 0.24
H -1.065 -0.556 2.413 0.22
H -2.572 -0.154 1.705 0.25
H 0.818 1.221 0.736 0.44
H 2.717 0.827 0.236 0.25
H 3.247 -0.485 -0.884 0.27
H 3.131 -0.680 0.914 0.27
H 1.217 -2.548 -0.570 0.45
```

As for the net charge: +1. As for the structure (SMILES): CO[C@]1(C)[NH+]=C(C)NS1. The orbital gap is 0.366 Eh. Its HOMO energy is -13.525 eV.

=====

Tell me which of them is the least stable. Sure, it is run w.

=====

Run w
The following is a DFT calculation (wB97M-V/def2-TZVPD) of a 3-piece molecular cluster, C3H6ClNO2 overall.

```
13
Properties=species:S:1:pos:R:3:nbo_charge:R:1
O 4.396 -1.785 1.680 -0.50
C 3.673 -2.616 1.906 1.02
O 2.836 -3.329 2.113 -0.52
C 0.501 1.272 -0.744 -0.03
N -0.308 1.336 0.166 -0.62
H 0.093 1.035 -1.716 0.17
H 1.597 1.306 -0.518 0.14
H -0.033 1.480 1.101 0.34
C 0.387 -2.559 0.437 -0.62
Cl 1.452 -1.937 -0.807 -0.06
H 1.025 -2.369 1.394 0.23
H 0.200 -3.670 0.441 0.23
H -0.636 -1.988 0.431 0.23
```

As for the net charge: 0. As for the structure (SMILES): O=C=O.C=N.CCl. The orbital gap is 0.369 Eh. Its HOMO energy is -9.567 eV.

=====

Run x
The following is a DFT calculation (wB97M-V/def2-TZVPD) of a 2-piece molecular cluster, C3H6ClNO2 overall.

```
13
Properties=species:S:1:pos:R:3:nbo_charge:R:1
H 1.393 -1.530 1.280 0.36
N 0.806 -0.801 0.930 -0.64
C 0.553 -0.691 -0.284 0.24
C 1.058 -1.382 -1.448 -0.71
C -0.459 0.521 -0.578 0.73
O -0.626 0.905 -1.702 -0.57
O -1.031 1.103 0.478 -0.65
H 0.489 -2.253 -1.499 0.24
H 2.103 -1.714 -1.421 0.23
H 0.844 -0.689 -2.233 0.26
H -0.731 0.701 1.228 0.50
Cl -2.098 2.360 2.960 -0.28
H -2.301 3.471 2.290 0.28
```

As for the net charge: 0. As for the structure (SMILES): [H]/N=C(\C)C(=O)O.Cl. The orbital gap is 0.389 Eh. Its HOMO energy is -9.949 eV.

=====

Run y
The following is a DFT calculation (wB97M-V/def2-TZVPD) of a 2-piece molecular cluster, C3H6ClNO2 overall.

```
13
Properties=species:S:1:pos:R:3:nbo_charge:R:1
C 1.457 1.054 -0.004 0.78
C 0.930 -0.399 0.318 -0.35
C -1.325 -1.060 -0.041 0.11
N -0.120 -0.777 -0.527 -0.49
O 2.623 1.285 -0.132 -0.58
O 0.560 1.942 -0.073 -0.67
Cl -2.230 1.422 0.374 -0.63
H 0.417 -0.493 1.306 0.22
H 1.727 -1.032 0.386 0.23
H -1.991 -1.026 -0.882 0.22
H -1.719 -1.429 0.896 0.25
H 0.085 -1.007 -1.489 0.43
H -0.415 1.521 -0.132 0.49
```

As for the net charge: 0. The orbital gap is 0.309 Eh. Its HOMO energy is -9.777 eV.

=====

Tell me which of them is the least stable. Sure, it is run y.

=====

Run w
The following is a DFT calculation (wB97M-V/def2-TZVPD) of the molecule C4H7FN2O.

```
15
Properties=species:S:1:pos:R:3:nbo_charge:R:1
C 2.002 -1.324 0.755 -0.45
N 1.567 -0.939 -0.592 -0.60
C 0.553 -0.036 -0.770 0.01
C -0.438 0.289 0.003 0.17
F -0.667 -0.228 1.252 -0.34
C -1.477 1.181 -0.404 0.60
N -2.762 1.241 0.197 -0.86
O -1.262 1.970 -1.345 -0.62
H 2.637 -2.332 0.680 0.22
H 2.710 -0.331 1.244 0.18
H 0.936 -1.516 1.396 0.24
H 2.381 -0.530 -0.961 0.37
H 0.503 0.395 -1.813 0.25
H -3.438 1.740 -0.492 0.42
H -3.244 0.420 0.851 0.41
```

As for the net charge: 0. As for the structure (SMILES): CN/C=C(\F)C(N)=O. The orbital gap is 0.350 Eh. Its HOMO energy is -8.841 eV.

=====

Run x
The following is a DFT calculation (wB97M-V/def2-TZVPD) of the molecule C4H7FN2O.

```
15
Properties=species:S:1:pos:R:3:nbo_charge:R:1
C -1.434 1.146 -0.875 -0.70
C -1.523 -0.106 -0.075 0.42
F -2.724 -0.285 0.503 -0.33
C -0.588 -1.022 0.130 -0.15
N 0.725 -0.904 -0.379 -0.65
C 1.709 -0.029 0.046 0.78
N 1.293 0.956 0.913 -0.86
O 2.851 -0.097 -0.381 -0.65
H -2.311 1.222 -1.538 0.24
H -0.478 1.138 -1.484 0.25
H -1.442 2.030 -0.203 0.24
H -0.811 -1.895 0.734 0.21
H 1.091 -1.653 -0.935 0.41
H 2.061 1.433 1.354 0.40
H 0.479 0.761 1.503 0.39
```

As for the net charge: 0. As for the structure (SMILES): C/C(F)=C\NC(N)=O. The orbital gap is 0.372 Eh. Its HOMO energy is -9.358 eV.

=====

Run y
The following is a DFT calculation (wB97M-V/def2-TZVPD) of the molecule C4H7FN2O.

```
15
Properties=species:S:1:pos:R:3:nbo_charge:R:1
C 0.024 -1.822 -1.060 -0.67
C 0.325 -0.358 -0.689 0.09
C 1.466 0.093 -1.395 0.15
F 2.121 -0.699 -2.264 -0.33
N -0.506 0.269 0.251 -0.53
C -0.051 0.901 1.243 0.27
N -0.911 1.488 2.210 -0.31
O -2.224 1.595 1.674 -0.58
H -0.190 -2.422 -0.119 0.22
H 1.084 -2.185 -1.542 0.24
H -0.829 -2.123 -1.807 0.23
H 1.697 1.147 -1.445 0.17
H 1.054 0.886 1.519 0.17
H -0.721 2.467 2.376 0.38
H -2.340 0.762 1.050 0.49
```

As for the net charge: 0. As for the structure (SMILES): CC(=C\F)/N=C/NO. The orbital gap is 0.353 Eh. Its HOMO energy is -8.662 eV.

=====

Tell me which of them is the least stable. Sure, it is run y.